Molecular formula: C70H189N7O28
Method: DFT, ωB97M-V/def2-TZVPD

Each line ends with the Löwdin charge.
Element x y z (Å)
C -7.623 3.114 3.756  -0.088
C -6.958 1.955 4.431  -0.336
O -7.943 1.017 4.745  -0.098
H -7.985 2.820 2.771  0.069
H -6.896 3.916 3.631  0.065
H -8.539 3.476 4.222  0.078
H -6.572 2.296 5.391  0.111
H -6.244 1.423 3.802  0.106
H -8.652 1.274 5.339  0.087
C -1.828 -2.730 -0.535  -0.044
C -3.049 -1.777 -0.713  -0.318
O -3.579 -1.814 -1.994  -0.082
H -1.414 -2.489 0.444  0.046
H -1.037 -2.561 -1.265  0.070
H -2.229 -3.743 -0.512  0.066
H -2.663 -0.760 -0.649  0.100
H -3.811 -1.927 0.051  0.093
H -4.413 -1.339 -1.973  0.044
C 2.218 -1.296 3.880  -0.050
C 1.531 -0.614 5.105  -0.233
O 0.123 -1.022 5.285  -0.112
H 1.517 -1.304 3.045  0.042
H 2.458 -2.346 4.045  0.076
H 3.112 -0.698 3.704  0.067
H 1.543 0.475 5.142  0.093
H 2.025 -0.990 6.001  0.106
H -0.376 -0.597 4.584  0.025
C -1.331 2.183 8.283  -0.088
C -0.927 2.641 6.946  -0.368
O -1.615 3.815 6.723  -0.075
H -1.181 1.128 8.513  0.071
H -2.174 2.732 8.701  0.087
H -0.491 2.564 8.865  0.068
H -1.244 1.919 6.193  0.106
H 0.139 2.848 6.850  0.112
H -2.044 3.794 5.864  0.045
C 1.181 -7.040 1.019  -0.095
C 1.377 -6.919 -0.447  -0.338
O 2.501 -6.071 -0.791  -0.108
H 1.356 -6.063 1.467  0.078
H 1.884 -7.809 1.340  0.071
H 0.221 -7.477 1.293  0.076
H 0.484 -6.381 -0.766  0.096
H 1.311 -7.830 -1.043  0.100
H 2.507 -6.100 -1.751  -0.011
C 6.158 0.367 -2.212  -0.049
C 6.836 1.185 -3.355  -0.296
O 6.249 0.680 -4.524  -0.102
H 6.348 -0.644 -2.574  0.043
H 5.088 0.555 -2.125  0.064
H 6.726 0.394 -1.281  0.063
H 7.922 1.120 -3.432  0.110
H 6.620 2.247 -3.237  0.106
H 5.665 1.324 -4.930  0.074
C -2.259 1.015 -5.090  -0.107
C -3.355 0.034 -5.332  -0.301
O -2.776 -1.230 -4.976  -0.093
H -1.897 0.914 -4.067  0.076
H -2.580 2.043 -5.256  0.071
H -1.452 0.870 -5.809  0.061
H -3.618 0.016 -6.390  0.113
H -4.135 0.340 -4.635  0.108
H -3.072 -1.508 -4.106  0.042
C 6.388 0.035 3.171  -0.082
C 7.330 -0.485 2.034  -0.290
O 8.354 -1.272 2.660  -0.084
H 5.585 0.663 2.783  0.051
H 6.961 0.496 3.975  0.066
H 5.819 -0.732 3.696  0.062
H 7.577 0.433 1.501  0.095
H 6.850 -1.097 1.271  0.094
H 9.202 -0.829 2.748  0.078
C 4.376 -6.141 4.546  -0.102
C 4.940 -7.494 4.858  -0.347
O 6.173 -7.330 5.483  -0.075
H 5.152 -5.521 4.097  0.075
H 3.926 -5.628 5.396  0.076
H 3.558 -6.242 3.833  0.066
H 5.237 -7.887 3.886  0.108
H 4.154 -8.071 5.345  0.120
H 6.685 -6.770 4.894  0.080
C -0.145 3.412 -2.374  -0.071
C -1.409 4.274 -2.449  -0.262
O -1.434 4.799 -1.089  -0.112
H -0.186 2.755 -1.506  0.055
H 0.722 4.067 -2.293  0.079
H -0.052 2.816 -3.282  0.058
H -2.241 3.633 -2.739  0.090
H -1.356 5.072 -3.189  0.104
H -1.513 5.745 -1.229  0.005
C 6.378 1.736 7.254  -0.087
C 5.117 2.353 6.696  -0.293
O 4.637 1.636 5.524  -0.117
H 7.203 1.858 6.553  0.067
H 6.268 0.665 7.428  0.078
H 6.742 2.267 8.134  0.073
H 5.259 3.406 6.453  0.105
H 4.278 2.295 7.390  0.108
H 3.778 2.009 5.313  0.029
C -5.083 -4.860 0.976  -0.077
C -5.413 -6.215 1.644  -0.351
O -6.092 -6.898 0.673  -0.078
H -6.023 -4.326 0.835  0.076
H -4.395 -4.980 0.138  0.069
H -4.562 -4.369 1.797  0.063
H -6.111 -6.142 2.478  0.114
H -4.546 -6.778 1.989  0.110
H -5.430 -6.990 -0.016  0.083
C 4.488 3.868 2.995  -0.066
C 2.985 4.072 3.323  -0.318
O 2.499 2.954 4.011  -0.087
H 4.942 3.353 3.841  0.051
H 4.916 4.867 2.908  0.070
H 4.795 3.230 2.166  0.062
H 2.390 4.415 2.477  0.100
H 2.964 4.969 3.943  0.104
H 1.889 2.636 3.342  0.041
C -6.217 -0.231 1.201  -0.077
C -6.869 -0.020 -0.154  -0.266
O -6.021 -0.563 -1.212  -0.094
H -5.989 -1.283 1.368  0.070
H -6.966 -0.007 1.961  0.072
H -5.301 0.350 1.309  0.068
H -7.144 1.025 -0.301  0.105
H -7.742 -0.664 -0.046  0.115
H -6.736 -0.936 -1.733  0.087
C -0.264 -3.785 -5.099  -0.118
O 0.395 -4.759 -4.397  -0.226
C 1.593 -4.327 -3.718  -0.136
C 2.817 -5.311 -4.111  -0.109
N 2.640 -6.659 -3.441  -0.065
C 1.478 -7.349 -4.050  -0.175
C 1.893 -8.828 -3.995  -0.227
O 3.028 -9.154 -4.809  -0.201
C 3.602 -10.448 -4.463  -0.081
H -1.104 -4.239 -5.624  0.099
H 0.529 -3.373 -5.723  0.086
H -0.681 -3.018 -4.447  0.079
H 1.381 -4.263 -2.651  0.106
H 1.926 -3.347 -4.059  0.085
H 3.793 -4.896 -3.860  0.071
H 2.824 -5.426 -5.195  0.115
H 3.384 -7.262 -3.762  0.098
H 1.371 -7.100 -5.106  0.119
H 0.597 -7.081 -3.467  0.117
H 1.024 -9.382 -4.348  0.118
H 2.088 -9.216 -2.996  0.110
H 2.959 -11.245 -4.090  0.085
H 4.332 -10.128 -3.720  0.088
H 4.176 -10.927 -5.256  0.081
C -7.803 -4.102 6.647  -0.120
O -6.511 -3.584 6.700  -0.178
C -6.543 -2.231 6.376  -0.252
C -5.357 -1.436 7.040  -0.169
N -4.122 -2.204 6.728  -0.058
C -2.888 -1.712 7.412  -0.200
C -1.951 -2.848 7.720  -0.181
O -2.741 -3.822 8.468  -0.217
C -2.054 -4.954 8.865  -0.130
H -8.074 -4.528 7.613  0.091
H -7.743 -4.891 5.897  0.084
H -8.553 -3.427 6.233  0.085
H -7.345 -1.712 6.901  0.109
H -6.568 -2.105 5.294  0.121
H -5.575 -1.560 8.100  0.110
H -5.403 -0.387 6.748  0.112
H -4.234 -3.155 7.051  0.079
H -3.254 -1.291 8.349  0.109
H -2.422 -0.932 6.811  0.100
H -1.156 -2.452 8.351  0.124
H -1.564 -3.325 6.819  0.122
H -1.168 -4.677 9.437  0.081
H -1.634 -5.331 7.933  0.083
H -2.641 -5.687 9.419  0.092
C 2.214 -0.552 -5.006  -0.118
O 1.703 0.749 -4.851  -0.203
C 2.127 1.747 -5.850  -0.179
C 1.566 1.487 -7.226  -0.218
N 1.769 2.719 -8.013  -0.051
C 1.171 2.538 -9.383  -0.189
C 1.674 3.657 -10.332  -0.218
O 3.041 3.535 -10.768  -0.211
C 3.700 4.774 -11.093  -0.095
H 3.302 -0.483 -5.008  0.068
H 1.979 -1.034 -5.955  0.071
H 1.795 -1.198 -4.234  0.075
H 3.216 1.747 -5.810  0.106
H 1.837 2.773 -5.623  0.114
H 0.523 1.181 -7.296  0.121
H 2.205 0.691 -7.609  0.109
H 2.748 2.868 -8.211  0.100
H 0.094 2.705 -9.385  0.112
H 1.330 1.567 -9.852  0.117
H 1.456 4.658 -9.960  0.118
H 1.055 3.463 -11.208  0.111
H 4.611 4.587 -11.662  0.085
H 3.753 5.432 -10.226  0.088
H 3.098 5.202 -11.894  0.078
C -4.862 10.478 -2.686  -0.071
O -5.183 9.101 -2.945  -0.166
C -5.816 8.600 -1.892  -0.324
C -6.408 7.244 -2.241  -0.205
N -6.961 6.454 -1.187  -0.074
C -6.016 5.710 -0.395  -0.231
C -6.484 4.291 -0.317  -0.232
O -5.424 3.686 0.348  -0.209
C -4.543 2.996 -0.523  -0.080
H -5.687 11.026 -2.231  0.088
H -4.772 10.900 -3.688  0.093
H -3.934 10.539 -2.117  0.080
H -6.641 9.266 -1.637  0.118
H -5.216 8.545 -0.984  0.121
H -5.615 6.696 -2.749  0.121
H -7.252 7.331 -2.926  0.120
H -7.512 7.032 -0.569  0.114
H -5.864 6.381 0.451  0.130
H -5.013 5.674 -0.819  0.109
H -6.762 3.842 -1.270  0.132
H -7.374 4.380 0.306  0.120
H -4.341 3.611 -1.400  0.075
H -5.103 2.148 -0.917  0.072
H -3.614 2.723 -0.023  0.090
C 7.029 -4.655 -0.901  -0.105
O 7.209 -4.648 -2.308  -0.163
C 6.176 -3.862 -2.897  -0.230
C 6.251 -3.744 -4.417  -0.223
N 5.489 -2.646 -5.033  -0.056
C 5.784 -2.707 -6.545  -0.127
C 4.905 -1.607 -7.306  -0.214
O 5.196 -1.351 -8.689  -0.202
C 6.575 -0.794 -8.879  -0.057
H 6.041 -5.047 -0.658  0.088
H 7.245 -3.718 -0.387  0.083
H 7.772 -5.363 -0.535  0.088
H 6.016 -2.886 -2.440  0.106
H 5.217 -4.344 -2.707  0.093
H 5.864 -4.694 -4.784  0.111
H 7.264 -3.476 -4.719  0.116
H 5.787 -1.814 -4.545  0.065
H 5.480 -3.699 -6.879  0.111
H 6.850 -2.530 -6.684  0.099
H 5.052 -0.637 -6.832  0.083
H 3.850 -1.772 -7.087  0.097
H 6.740 -0.057 -8.092  0.080
H 6.520 -0.391 -9.890  0.081
H 7.408 -1.496 -8.930  0.075
C -3.520 5.021 3.641  -0.131
O -2.378 4.882 4.373  -0.199
C -1.161 4.795 3.601  -0.171
C -0.652 6.091 3.024  -0.153
N -1.394 6.354 1.764  -0.076
C -1.083 7.557 1.067  -0.239
C -1.936 7.774 -0.154  -0.153
O -1.169 7.441 -1.391  -0.194
C -1.935 7.793 -2.515  -0.122
H -3.538 4.561 2.652  0.084
H -3.644 6.100 3.548  0.092
H -4.386 4.569 4.124  0.080
H -1.145 4.013 2.842  0.122
H -0.407 4.561 4.352  0.118
H 0.373 5.984 2.670  0.107
H -0.792 7.025 3.570  0.131
H -1.364 5.628 1.062  0.089
H -0.032 7.628 0.785  0.125
H -1.205 8.402 1.745  0.119
H -2.108 8.849 -0.105  0.116
H -2.907 7.286 -0.067  0.123
H -2.605 7.053 -2.951  0.082
H -1.285 7.790 -3.390  0.094
H -2.443 8.755 -2.444  0.075
C -2.187 -1.286 3.042  -0.077
O -1.098 -0.573 2.458  -0.233
C -1.481 0.652 1.918  -0.218
C -0.273 1.140 1.096  -0.162
N 0.957 1.068 1.931  -0.044
C 2.139 1.221 1.077  -0.163
C 2.401 0.121 -0.088  -0.170
O 2.660 -1.149 0.523  -0.200
C 1.748 -2.233 0.071  -0.036
H -2.736 -0.670 3.754  0.093
H -1.807 -2.068 3.699  0.092
H -2.850 -1.759 2.317  0.077
H -1.746 1.228 2.804  0.118
H -2.422 0.555 1.377  0.103
H -0.371 2.179 0.781  0.107
H -0.250 0.438 0.263  0.103
H 0.847 0.160 2.360  0.050
H 2.869 1.235 1.886  0.092
H 2.128 2.248 0.712  0.110
H 3.322 0.391 -0.604  0.090
H 1.609 0.262 -0.824  0.104
H 2.219 -3.121 0.494  0.088
H 1.894 -2.356 -1.002  0.071
H 0.696 -2.068 0.302  0.054

Properties
HOMO-LUMO gap in eV: 8.6
Total charge: 0
Multiplicity: 1